Below is a molecular structure, C43H35AsAuF2NP2 in a non-equilibrium geometry, with properties calculated with ωB97M-V/def2-TZVPD.

The spin multiplicity is 1. The lowest unoccupied orbital energy comes out at -6.62 eV. The calculated total energy comes out at -4967.7691 hartree. Its net charge is +2. As for the HOMO energy: -13.37 eV.

CARTESIAN COORDINATES (ANGSTROEM)
Au -1.033 0.275 -0.713
N 1.115 2.272 -0.685
P 1.437 0.616 -0.737
C 3.096 0.411 -0.098
C 4.005 -0.425 -0.744
C 5.295 -0.540 -0.247
C 5.671 0.167 0.887
C 4.760 0.990 1.538
C 3.467 1.105 1.057
C 1.477 0.154 -2.494
C 1.276 -1.189 -2.826
C 1.286 -1.597 -4.150
C 1.473 -0.659 -5.157
C 1.656 0.681 -4.838
C 1.664 1.087 -3.513
P -0.534 2.537 -0.478
C -0.847 4.068 -1.324
C -0.175 5.193 -0.837
C -0.333 6.399 -1.498
C -1.160 6.482 -2.613
C -1.839 5.366 -3.078
C -1.684 4.148 -2.431
C -0.833 2.740 1.282
C -0.017 2.106 2.221
C -0.267 2.270 3.573
C -1.335 3.052 3.994
C -2.163 3.666 3.063
C -1.916 3.509 1.708
H 1.801 3.010 -0.791
H 3.724 -0.967 -1.637
H 6.009 -1.174 -0.754
H 6.681 0.078 1.266
H 5.057 1.539 2.421
H 2.755 1.733 1.579
H 1.117 -1.932 -2.049
H 1.146 -2.641 -4.396
H 1.473 -0.972 -6.192
H 1.798 1.409 -5.626
H 1.816 2.133 -3.274
H 0.444 5.138 0.051
H 0.181 7.279 -1.135
H -1.280 7.431 -3.118
H -2.489 5.441 -3.939
H -2.212 3.272 -2.790
H 0.809 1.476 1.913
H 0.378 1.792 4.298
H -1.524 3.182 5.051
H -2.996 4.271 3.391
H -2.564 3.995 0.989
F -3.381 1.831 -0.323
C -3.079 0.595 -0.788
F -3.776 -0.275 -0.045
H -3.385 0.515 -1.834
C -1.285 -5.927 -2.410
C -0.209 -5.713 -1.563
C -0.122 -4.540 -0.823
C -1.131 -3.592 -0.950
C -2.209 -3.793 -1.808
C -2.285 -4.970 -2.535
As -1.119 -2.045 0.158
C 0.344 -2.144 1.414
C 1.706 -2.171 1.157
C 2.595 -2.184 2.219
C 2.111 -2.162 3.525
C 0.748 -2.148 3.775
C -0.153 -2.145 2.714
C -1.628 -2.223 2.839
C -2.323 -2.342 4.035
C -3.695 -2.544 4.016
C -4.382 -2.642 2.812
C -3.705 -2.497 1.611
C -2.338 -2.270 1.639
H -1.349 -6.846 -2.977
H 0.567 -6.461 -1.470
H 0.708 -4.390 -0.145
H -2.989 -3.047 -1.914
H -3.123 -5.140 -3.198
H 2.087 -2.207 0.144
H 3.661 -2.221 2.033
H 2.806 -2.175 4.355
H 0.390 -2.158 4.796
H -1.800 -2.305 4.982
H -4.230 -2.644 4.951
H -5.446 -2.835 2.810
H -4.248 -2.561 0.678

Mulliken population analysis, charges in e, atoms 1 to 8: 0.21, 0.69, 0.13, 0.76, -0.37, -0.85, -0.60, -0.94


Below is a molecular structure, C43H35N2O4SV, with properties calculated with ωB97M-V/def2-TZVPD.

The spin multiplicity is 1. The lowest unoccupied orbital energy comes out at -7.83 eV. The calculated total energy comes out at -3411.8549 hartree. Its net charge is +2. As for the HOMO energy: -13.98 eV.

CARTESIAN COORDINATES (ANGSTROEM)
V -0.559 -0.344 0.239
O -0.210 1.276 -0.021
C 0.507 2.290 0.798
C 1.301 1.459 1.821
C 2.172 0.440 1.139
C 3.546 0.498 1.238
C 4.314 -0.443 0.573
C 3.680 -1.408 -0.186
C 2.296 -1.432 -0.263
C 1.623 -2.499 -1.089
C 0.482 -2.004 -1.980
O -0.465 -1.486 -0.962
C 0.829 -0.863 -2.909
C -0.188 -0.024 -3.360
C 0.087 0.990 -4.263
C 1.381 1.161 -4.740
C 2.394 0.322 -4.305
C 2.122 -0.685 -3.387
C -0.237 -3.155 -2.658
C -0.170 -3.321 -4.035
C -0.797 -4.406 -4.634
C -1.502 -5.317 -3.864
C -1.575 -5.150 -2.486
C -0.941 -4.077 -1.882
N 1.559 -0.523 0.409
C -0.598 3.144 1.386
C -0.992 3.060 2.716
C -2.071 3.809 3.172
C -2.763 4.637 2.302
C -2.368 4.728 0.971
C -1.289 3.990 0.517
C 1.456 3.051 -0.106
C 2.005 4.230 0.395
C 2.950 4.925 -0.340
C 3.349 4.451 -1.584
C 2.799 3.282 -2.083
C 1.856 2.575 -1.347
H 0.620 0.956 2.507
H 1.921 2.139 2.403
H 4.004 1.282 1.825
H 5.393 -0.416 0.636
H 4.250 -2.150 -0.728
H 1.211 -3.271 -0.433
H 2.367 -2.993 -1.712
H -1.207 -0.178 -3.022
H -0.709 1.634 -4.610
H 1.593 1.942 -5.459
H 3.400 0.441 -4.685
H 2.924 -1.341 -3.077
H 0.370 -2.613 -4.650
H -0.736 -4.533 -5.706
H -1.993 -6.159 -4.333
H -2.123 -5.861 -1.881
H -1.006 -3.957 -0.806
H -0.463 2.435 3.423
H -2.362 3.752 4.213
H -3.598 5.223 2.661
H -2.894 5.385 0.292
H -0.972 4.071 -0.516
H 1.684 4.614 1.356
H 3.368 5.842 0.052
H 4.081 4.998 -2.162
H 3.099 2.914 -3.055
H 1.431 1.668 -1.758
S -4.994 -0.715 -0.587
C -4.683 0.757 0.229
C -3.358 0.901 0.453
N -2.604 -0.153 -0.025
C -3.354 -1.077 -0.595
H -5.477 1.436 0.495
H -2.874 1.735 0.940
H -2.946 -1.985 -1.016
O -1.731 -2.873 1.437
C -1.339 -2.128 2.286
O -0.776 -0.891 1.873
C -1.358 -2.297 3.736
C -0.869 -1.322 4.607
C -0.914 -1.541 5.971
C -1.445 -2.728 6.463
C -1.934 -3.699 5.598
C -1.893 -3.488 4.233
H -0.461 -0.398 4.219
H -0.537 -0.793 6.654
H -1.478 -2.896 7.532
H -2.345 -4.619 5.990
H -2.267 -4.231 3.542

Mulliken population analysis, charges in e, atoms 1 to 8: 0.90, 0.09, 3.33, -0.42, 0.54, -0.79, -1.01, -0.79


Q: Which energy relative to the best compared isomer or geometry (same formula, charge and spin) values were calculated for the entries above? A: 0.00, 0.00, in kcal/mol.
Q: Which HOMO-LUMO gap values were calculated for the entries above? A: 0.2482, 0.2262, in Ha.